No. 1
Entry from the Open Molecules 2025 dataset: C9H10O2S in the gas phase at a distorted geometry (the ωB97M-V functional and the def2-TZVPD basis).

CARTESIAN COORDINATES (ANGSTROEM)
C (-1.9481, -0.4090, -0.6514)
H (0.1185, 2.9460, 1.2115)
O (-2.3086, -1.2315, 0.3145)
H (2.2861, 2.2806, 2.4801)
H (-2.6199, -0.6402, 1.0157)
H (2.5763, -1.3832, 0.2352)
C (0.7153, -0.3830, 0.0759)
C (1.7548, 1.6543, 1.7481)
H (-2.7951, 1.6669, -1.5427)
C (0.5983, 1.8748, 1.0865)
H (0.2309, -2.3886, -0.2783)
C (2.4430, 0.4228, 1.5111)
H (1.0249, -1.5899, -1.6451)
C (-0.9429, -1.0509, -1.6026)
H (3.3529, 0.2502, 2.1819)
C (0.3017, -1.4859, -0.8628)
S (-3.3944, 0.4384, -1.5056)
C (-0.0091, 0.8014, 0.3213)
H (-0.5817, -0.3320, -2.3867)
H (-1.4337, -1.8762, -2.1966)
C (1.9506, -0.5096, 0.6710)
O (-1.3198, 0.9446, -0.1810)

## Properties
Spin multiplicity: 1
SMILES: O[C@]1(S)CCc2ccccc2O1
Kohn-Sham gap in eV: 9.24
HOMO energy in eV: -8.52
E_LUMO in eV: 0.72


No. 2
Entry from the Open Molecules 2025 dataset: C9H10O4 in the gas phase at a distorted geometry (the ωB97M-V functional and the def2-TZVPD basis).

CARTESIAN COORDINATES (ANGSTROEM)
O (0.7990, 1.7011, 0.2086)
C (-1.6497, -0.3609, 2.8099)
C (-0.6984, 0.2649, 1.9732)
O (0.3766, 0.4305, -1.5523)
H (-2.7186, -2.7252, 0.5732)
O (-1.2417, -1.7072, -1.2104)
C (-1.4102, -1.1849, 0.0130)
C (-2.3373, -1.4771, 2.3108)
H (3.5112, 1.2872, -2.6521)
H (1.3291, 2.1997, -2.1564)
H (-0.4421, -1.2251, -1.6422)
C (2.7708, 0.7172, -2.1338)
H (1.1068, 0.9225, -3.3613)
H (-1.7283, 0.0949, 3.8708)
C (0.2678, 0.7057, -0.2036)
H (2.7612, -0.3332, -2.4051)
C (-2.1785, -1.8697, 0.9672)
C (-0.6593, -0.0627, 0.6137)
H (-2.9466, -2.0273, 2.9630)
C (1.3331, 1.1711, -2.3428)
H (2.9873, 0.8400, -1.0769)
H (0.6689, 1.4956, 1.8714)
O (0.0989, 1.1429, 2.5621)

## Properties
Spin multiplicity: 1
SMILES: CCOC(=O)c1c(O)cccc1O
Kohn-Sham gap in eV: 8.77
HOMO energy in eV: -8.36
E_LUMO in eV: 0.41


No. 3
Entry from the Open Molecules 2025 dataset: C9H11BClNO in the gas phase at a distorted geometry (the ωB97M-V functional and the def2-TZVPD basis).

CARTESIAN COORDINATES (ANGSTROEM)
H (-2.0418, -2.2675, -0.9445)
C (-1.4121, 0.8881, 1.5579)
C (-1.0490, -0.6060, 1.8747)
H (-0.6400, 1.5431, 2.0426)
H (-3.1568, -1.6272, 0.2932)
H (-0.1076, -0.8689, -2.2468)
O (-0.6825, -0.8540, 3.0034)
C (1.0819, 1.0482, -2.3084)
H (2.9491, 2.2156, 0.5266)
H (2.3116, 2.8351, -1.9121)
H (-1.3111, 1.0938, 0.4541)
C (-2.1237, -1.4910, -0.1310)
H (2.0200, 0.0063, 1.5384)
N (-1.0916, -1.6898, 0.9152)
C (1.7959, 0.3389, 0.5002)
C (1.9300, 1.8843, -1.4753)
C (0.9187, -0.5087, -0.3216)
H (-2.4522, 1.1573, 1.8567)
H (0.8167, 1.3038, -3.3557)
Cl (1.1324, -3.4303, 0.2855)
B (0.2727, -1.8501, 0.3050)
C (2.3087, 1.5566, -0.1060)
C (0.5625, -0.1776, -1.6910)
H (-2.0318, -0.5001, -0.6612)

## Properties
Spin multiplicity: 1
SMILES: CC(=O)N(C)B(Cl)c1ccccc1
Kohn-Sham gap in eV: 9.49
HOMO energy in eV: -9.28
E_LUMO in eV: 0.21


No. 4
Entry from the Open Molecules 2025 dataset: C9H11BO2 as an isolated structure at a distorted geometry (the ωB97M-V functional and the def2-TZVPD basis).

CARTESIAN COORDINATES (ANGSTROEM)
C (1.6796, 0.5146, -0.2434)
C (0.3226, -1.1431, 0.8552)
H (-0.3137, -2.6427, -0.6280)
H (-2.3899, 1.2866, 1.9115)
H (0.5062, 3.1253, -0.7182)
H (0.5120, -1.8394, 1.7734)
O (-0.1460, 2.6313, -0.2153)
H (-3.6272, -0.2364, 0.3185)
H (0.9152, 1.2402, -2.0625)
H (2.5110, 0.2743, -2.4149)
C (-1.8729, 0.5263, 1.2331)
C (-0.4118, 0.6423, 1.4112)
C (-2.5736, -0.3838, 0.5018)
C (1.5661, 0.2958, -1.8194)
C (1.6825, -0.7475, 0.4740)
H (-2.4396, -1.7114, -1.1142)
C (-1.8317, -1.2450, -0.3763)
H (-0.1303, 0.6545, 2.4194)
H (2.5916, 1.0176, -0.0970)
B (0.3727, 1.4224, 0.2398)
O (2.6534, -1.3979, 0.6905)
C (-0.5728, -1.7616, -0.1139)
H (0.9968, -0.5224, -2.0253)

## Properties
Spin multiplicity: 1
Kohn-Sham gap in eV: 8.56
HOMO energy in eV: -8.20
E_LUMO in eV: 0.36


No. 5
Entry from the Open Molecules 2025 dataset: C9H11BO2 in the gas phase at a distorted geometry (the ωB97M-V functional and the def2-TZVPD basis).

CARTESIAN COORDINATES (ANGSTROEM)
C (0.3929, -0.6316, -0.5774)
H (-0.7348, -0.6237, 1.9473)
C (-0.1490, 2.8945, 0.5522)
H (2.0266, 0.3757, -1.3171)
C (-1.0102, 1.4441, 2.2355)
H (-0.1001, 3.9806, 0.0871)
C (-0.7871, 2.7340, 1.7505)
H (-1.4956, 1.1715, 3.1454)
B (0.8590, -2.0623, 0.4959)
H (1.5356, -2.6034, -1.1863)
O (1.5592, -2.8418, -0.3213)
C (-0.5984, -2.1168, -2.3100)
H (0.3817, -2.2620, -2.6596)
C (0.0521, 0.4906, 0.2831)
H (-1.4925, -2.5142, -2.9068)
H (0.8358, 1.8764, -1.1234)
C (-0.5808, 0.3382, 1.5351)
H (-1.6635, -0.8950, -0.8174)
H (0.9822, -2.2994, 1.6933)
C (0.2980, 1.7663, -0.1501)
C (-0.7515, -1.3506, -1.2615)
O (1.5473, -0.4399, -1.4498)
H (-1.1069, 3.5686, 2.3552)

## Properties
Spin multiplicity: 1
SMILES: C=C[C@](O)(BO)c1ccccc1
Kohn-Sham gap in eV: 9.07
HOMO energy in eV: -8.39
E_LUMO in eV: 0.68


No. 6
Entry from the Open Molecules 2025 dataset: C9H11Br9O6 as an isolated structure at a distorted geometry (the ωB97M-V functional and the def2-TZVPD basis).

CARTESIAN COORDINATES (ANGSTROEM)
H (-3.0914, -1.2801, -0.8674)
O (-1.1236, -1.8332, -1.0759)
H (1.5244, -0.6888, -3.5753)
C (-0.6000, 4.4827, 2.8705)
Br (-0.8255, 6.1144, 1.6552)
O (0.5017, 2.3045, -4.2283)
C (1.2475, 0.6490, 1.4771)
C (-2.5018, -2.1013, -1.2749)
H (-2.7044, -4.3976, -0.9724)
Br (-0.3274, 1.2577, 0.3965)
Br (-0.1980, -3.6398, 5.2710)
Br (0.0017, 5.1744, 4.6160)
C (1.5520, 0.3976, -3.6595)
C (1.5664, 2.1878, -5.0326)
O (0.5560, -2.5196, 0.3545)
H (-0.6105, 0.6324, -3.8948)
H (-3.5510, -3.1733, 0.1945)
O (2.0502, 0.8819, -4.8424)
H (0.1946, 1.3815, -2.4128)
Br (1.0406, 1.1426, 3.3332)
C (1.1297, -2.3285, 4.7508)
C (-0.6088, -2.6339, -0.1335)
H (2.2979, 0.8367, -2.9970)
H (0.1101, 3.7570, 2.4737)
C (-2.7321, -3.4260, -0.4791)
C (0.2491, 1.1573, -3.4782)
Br (2.5035, -1.7768, 6.1074)
Br (2.2713, -3.0381, 3.2450)
Br (-2.4256, 3.7306, 3.0223)
O (2.0466, 3.0728, -5.7469)
O (-1.5311, -3.4498, 0.2728)
H (-2.8258, -2.3217, -2.2920)
H (1.2615, -0.4383, 1.5525)
H (0.5614, -1.4249, 4.5304)
Br (2.9909, 1.3109, 0.8398)

## Properties
Spin multiplicity: 1
Kohn-Sham gap in eV: 9.44
HOMO energy in eV: -10.11
E_LUMO in eV: -0.67


No. 7
Entry from the Open Molecules 2025 dataset: an isolated ion of composition C9H11BrN3S and charge +1 at a distorted geometry (the ωB97M-V functional and the def2-TZVPD basis).

CARTESIAN COORDINATES (ANGSTROEM)
H (0.2793, -2.3045, -3.4438)
H (-1.0698, 2.0787, -0.8167)
C (-1.6841, 0.5804, 0.5129)
H (-1.5840, -0.8894, -1.9094)
H (0.4608, 1.6772, 3.4960)
H (-2.1160, -1.2368, 1.2498)
H (2.1081, -0.0892, -2.2615)
N (0.3831, 1.7507, 0.5096)
C (1.6096, -0.1083, -1.2630)
C (1.5144, 1.2097, 0.7249)
H (-0.0637, -2.2034, 0.4182)
C (1.0967, 2.5232, 3.1056)
H (0.4692, 3.0113, 2.3210)
C (-0.4520, -1.4073, -0.1160)
H (1.4157, 3.0819, 3.9071)
C (0.3372, -0.6902, -1.1721)
N (2.1044, 0.5786, -0.2717)
N (-0.6861, 1.3267, -0.2545)
C (-1.4692, -0.7153, 0.6306)
C (-0.3821, -2.7540, -2.5348)
S (2.3792, 1.5343, 2.1506)
H (-1.2555, -3.4156, -2.8368)
C (-0.7321, -1.5446, -1.6607)
H (0.3070, -3.4355, -2.0954)
Br (-2.9701, 1.4414, 1.6104)

## Properties
Spin multiplicity: 1
SMILES: CSC1=N/C=C2/[C@@H](C)[C@@H]2/C=C(Br)\[NH+]=N\1
Kohn-Sham gap (alpha / beta) in eV: 6.83 / 7.03
HOMO energy (alpha / beta) in eV: -12.81 / -12.96
Total charge: +1
E_LUMO (alpha / beta) in eV: -5.98 / -5.93


No. 8
Entry from the Open Molecules 2025 dataset: C9H11Cl in the gas phase at a distorted geometry (the ωB97M-V functional and the def2-TZVPD basis).

CARTESIAN COORDINATES (ANGSTROEM)
H (0.8618, 2.6033, -1.1657)
H (-2.0645, -0.6869, 1.7155)
C (-1.9368, -0.2516, 0.7962)
C (-0.9231, -0.9435, -0.0761)
C (0.2174, 1.3850, 1.0308)
H (-0.7892, -4.0857, -0.3453)
H (1.1858, 0.8238, 0.8346)
C (-0.6889, 0.3812, 0.4495)
C (0.1923, 2.9107, 0.6731)
C (-0.5620, -3.3975, -1.0098)
Cl (0.2579, 4.0169, 1.9654)
C (1.3550, 3.0187, -0.3444)
C (0.7984, -2.7467, -1.0988)
H (-2.9841, 0.0403, 0.3998)
H (1.4915, 4.0054, -0.6743)
H (1.2625, -2.5062, -2.1439)
H (1.6038, -3.0636, -0.5117)
C (-0.3410, -1.9959, -0.6035)
H (-1.2316, -3.4916, -1.9687)
H (2.3151, 2.5637, -0.0729)
H (-0.0202, 1.4201, 2.1503)

## Properties
Spin multiplicity: 1
Kohn-Sham gap (alpha / beta) in eV: 6.86 / 8.25
HOMO energy (alpha / beta) in eV: -7.31 / -8.58
E_LUMO (alpha / beta) in eV: -0.45 / -0.33